84
Properties=species:S:1:pos:R:3:forces:R:3 method="wB97M-V/def2-TZVPD" s2=0.750 spin_multiplicity=2 charge=-1 orbital_gap_ev="1.63 / 5.15"
O -16.012470 -15.156070 -17.760060 -1.4718 -0.8365 -0.6482
H -16.419450 -14.881360 -16.935130 -0.4223 0.0747 1.5850
H -16.349160 -14.568990 -18.440920 -0.7096 0.6582 -1.0505
H -15.057390 -15.085400 -17.693480 3.0935 0.2680 0.7018
C -12.036210 -12.159830 -18.347140 1.1840 0.0452 -0.4652
C -13.460880 -12.709270 -18.310670 -0.0511 -1.7327 0.4464
C -14.345220 -12.251460 -19.506830 0.7683 -0.1539 -1.5275
C -14.065310 -12.971960 -20.877810 0.6173 -0.2133 0.8700
C -14.010290 -14.481210 -20.663350 -1.3596 0.6087 0.1675
C -13.130030 -14.995450 -19.512210 0.9854 -0.1563 0.7592
N -13.442740 -14.248870 -18.249900 -2.0277 0.3538 -1.3858
O -13.369710 -14.966820 -16.997460 -0.0177 0.8231 -1.1398
C -11.637180 -14.855090 -19.843650 0.2035 -0.2008 -0.1646
C -13.433670 -16.542660 -19.449780 -0.0993 1.5316 0.4100
C -14.092070 -12.188920 -17.018950 0.2776 0.0631 0.2081
H -11.317750 -12.783840 -17.815610 -0.4453 -0.3610 0.4704
H -11.886620 -11.170610 -17.914520 -0.4270 0.3137 -0.1025
H -11.582390 -12.161510 -19.338170 -0.3515 0.3411 -0.2900
H -14.233990 -11.199280 -19.768820 0.3851 0.4243 0.6135
H -15.406890 -12.328690 -19.272320 -0.0526 -0.4904 0.1677
H -13.155200 -12.704470 -21.414710 0.7347 0.5069 0.7426
H -14.753250 -12.642180 -21.656330 -0.8511 -0.3667 0.2791
H -13.876870 -14.957480 -21.634670 0.5148 -0.4198 0.0679
H -15.017130 -14.755000 -20.348070 -0.2860 -0.2309 -0.0500
H -11.022650 -14.938820 -18.947300 -0.1619 0.0432 0.1666
H -11.425290 -13.896550 -20.317380 0.1286 -0.1282 -0.1062
H -11.328130 -15.674300 -20.492870 0.1550 0.1040 -0.3642
H -14.513960 -16.658660 -19.362500 0.0605 -0.3874 -0.0124
H -12.946890 -17.044720 -18.613670 0.0359 0.2136 0.0013
H -13.066060 -16.926760 -20.401330 -0.2000 -0.2762 -0.0055
H -15.018790 -12.690350 -16.739910 0.0497 -0.0687 -0.0888
H -14.272430 -11.117290 -17.103660 -0.1806 0.1543 -0.2382
H -13.368810 -12.284340 -16.209080 -0.1175 -0.3499 0.1258
C -21.029220 -12.848040 -21.032730 -1.2660 -0.6037 0.0971
O -20.068010 -13.200870 -20.046210 2.5823 -0.8753 -0.3525
P -18.557590 -13.657460 -20.453480 -0.8547 0.7165 -0.7368
O -17.697080 -13.737890 -19.266230 0.0565 0.0458 0.0937
O -18.052750 -12.540180 -21.546480 -0.9595 -2.1886 0.8391
C -17.970400 -11.222880 -21.055420 0.3423 1.3019 -0.0899
O -18.619900 -15.036370 -21.284770 -1.7570 2.1401 0.9115
C -17.498650 -15.569680 -21.895210 1.8895 -0.9792 -0.7835
H -21.934070 -13.387990 -20.753800 -0.0267 -0.3031 -0.1889
H -20.738170 -13.166500 -22.033720 0.0562 0.3534 -0.0285
H -21.349880 -11.809990 -20.944870 0.7075 0.2692 -0.2066
H -18.314210 -11.080190 -20.030950 0.1810 -0.3476 0.1513
H -18.583710 -10.550460 -21.655260 -0.0867 -0.1947 -0.2524
H -16.931790 -10.910730 -21.164830 0.0150 0.1169 0.2643
H -16.620730 -14.924080 -21.871770 -0.0955 0.2198 0.1503
H -17.666670 -15.813340 -22.944260 -0.4599 0.2275 -0.0290
H -17.213950 -16.507150 -21.417500 -0.0833 0.0061 0.2749
C -16.716800 -14.923840 -11.413500 -1.0615 -0.3228 0.2544
O -16.552890 -15.195220 -12.803650 -0.4807 1.0025 -1.7338
P -17.197070 -14.218990 -13.952960 0.9415 0.9997 0.2042
O -16.853640 -14.602150 -15.349530 -0.5283 0.1654 1.9644
O -16.630340 -12.722580 -13.549750 -1.5672 -1.6861 -0.4509
C -15.242570 -12.511170 -13.340670 0.3524 -0.0151 -0.0363
O -18.770730 -14.101680 -13.629000 2.4434 -0.2544 0.8932
C -19.539370 -13.107800 -14.305880 -0.5956 -0.8462 -1.5053
H -16.139450 -14.104450 -10.985270 0.2558 0.1195 -0.5743
H -16.461570 -15.840050 -10.881040 0.0479 0.0403 -0.1372
H -17.776640 -14.720030 -11.260840 -0.0001 0.0617 0.3643
H -14.890920 -11.710460 -13.991290 -0.1324 -0.0146 0.0080
H -14.659620 -13.403770 -13.567680 0.0680 -0.0022 0.0906
H -15.140220 -12.216470 -12.296270 0.3104 -0.0237 -0.0198
H -18.961800 -12.581830 -15.066040 0.1795 0.4258 0.4264
H -20.093570 -12.468360 -13.618790 0.3408 -0.0924 0.0027
H -20.192200 -13.737690 -14.910170 -0.6539 0.4873 0.0639
C -13.983350 -20.073370 -18.369890 0.0544 0.6776 1.3807
O -15.083080 -19.913770 -19.243430 -2.0423 -0.0435 -0.9427
P -16.495070 -19.263350 -18.714690 0.7735 1.5864 -0.0259
O -16.372440 -17.823560 -18.290460 -0.5290 -3.3218 -0.4404
O -17.531820 -19.526810 -19.939230 3.9487 0.5086 0.0523
C -18.877010 -19.424250 -19.704420 -2.2111 -0.1135 0.5666
O -17.001210 -20.310710 -17.589230 0.2555 1.9961 0.3329
C -17.288130 -21.632640 -17.901850 0.4680 -1.3902 -1.0326
H -14.201050 -19.452670 -17.500730 0.5491 0.1020 0.2084
H -13.037040 -19.756110 -18.808000 -0.3599 0.2275 -0.3677
H -13.830700 -21.087220 -17.999880 -0.4603 -0.2953 -0.3319
H -19.179340 -20.463710 -19.577080 -0.9314 0.2072 0.2181
H -19.440600 -18.945070 -20.504960 0.4745 -0.2773 -0.5542
H -19.146960 -18.783100 -18.865280 0.2418 -0.2794 0.4839
H -16.618000 -22.314650 -17.378510 -0.0802 0.1294 0.4398
H -17.058870 -21.819270 -18.950990 -0.2826 -0.1003 -0.2301
H -18.325320 -21.909090 -17.712350 0.0084 0.2819 0.1709

90
Properties=species:S:1:pos:R:3:forces:R:3 method="wB97M-V/def2-TZVPD" smiles="CCOS(C)(=O)=O.CCOS(C)(=O)=O.CCOS(C)(=O)=O.CCOS(C)(=O)=O.CCOS(C)(=O)=O.CCOS(C)(=O)=O" e_above_lowest_kj_mol=0.0 orbital_gap_ev=10.85
C 2.793951 -6.723647 0.601513 -0.0490 -0.2363 -0.0995
C 3.834880 -5.956820 1.388936 -0.2669 -0.1841 -0.6038
O 3.200279 -5.500310 2.593122 -0.0598 -0.0472 -0.0225
S 4.008509 -4.442283 3.448133 -0.2855 0.0738 -0.2664
C 3.775684 -2.960454 2.509379 0.4275 -0.1954 0.6651
O 3.302279 -4.322433 4.670823 -0.2452 0.0573 0.4092
O 5.383392 -4.814991 3.431777 0.5654 0.0226 -0.0449
H 2.005090 -6.056105 0.253944 0.0268 0.0129 -0.0110
H 2.317388 -7.518262 1.175510 0.1319 0.0771 0.1997
H 3.256207 -7.200605 -0.264615 0.0302 0.1348 -0.0361
H 4.719402 -6.543768 1.627242 -0.0709 -0.0630 0.1362
H 4.151682 -5.103138 0.780885 0.0924 0.0454 0.1637
H 4.180028 -2.187296 3.162249 -0.0895 0.1515 -0.1427
H 2.711502 -2.818761 2.372254 0.0115 0.0592 -0.1405
H 4.368752 -3.016180 1.602337 -0.1807 0.0545 -0.1458
C -0.890614 1.885314 3.908194 0.7595 0.3899 -0.6082
C -2.136867 1.172703 4.363702 0.6287 -0.2810 0.4555
O -3.145325 2.174223 4.615871 -0.0303 0.1240 -0.4204
S -4.558095 1.677705 5.114946 0.1395 -0.2695 -0.2316
C -5.234854 0.936693 3.671989 -0.5237 0.0814 -0.1846
O -4.345188 0.686111 6.111602 -0.1229 -0.4062 0.3288
O -5.289076 2.861995 5.400759 -0.2797 0.3687 0.1884
H -0.909108 2.027651 2.826935 -0.0403 0.0534 0.0293
H 0.031130 1.345979 4.131390 -0.2396 -0.3632 0.0284
H -0.726392 2.878650 4.329368 -0.4589 -0.0634 0.3179
H -2.448834 0.461606 3.595004 -0.2616 0.1659 -0.0366
H -1.973688 0.596314 5.274300 -0.0653 0.1660 0.0788
H -6.237920 0.579745 3.903500 0.1170 -0.1170 0.2865
H -4.614441 0.110436 3.342893 0.0380 0.0059 -0.0839
H -5.355918 1.705427 2.912015 0.3365 -0.0243 -0.0412
C 2.347521 -0.626727 -6.819115 0.2516 0.0749 -0.0305
C 1.862721 -1.411872 -5.626205 0.2569 0.4935 0.4127
O 0.497617 -1.796021 -5.877240 0.1133 -0.3407 -0.2295
S -0.242706 -2.693623 -4.798588 0.3378 0.6253 -0.0238
C -1.081192 -1.448849 -3.873038 0.3984 -0.0546 0.6721
O -1.175368 -3.475804 -5.520238 -0.4391 -0.3444 -0.1522
O 0.748927 -3.302553 -3.965668 0.1224 -0.1707 0.2130
H 3.242779 -0.065560 -6.543436 -0.0060 -0.0494 0.0445
H 1.593790 0.097479 -7.123228 -0.0243 -0.0375 -0.0563
H 2.618466 -1.264944 -7.658553 -0.2081 -0.0368 -0.0371
H 2.472207 -2.284339 -5.399634 -0.0956 -0.1196 -0.2085
H 1.902190 -0.775835 -4.731772 -0.1967 -0.0184 -0.0529
H -2.054273 -1.283080 -4.318761 0.0008 0.2378 0.0490
H -0.449639 -0.564021 -3.813298 -0.1643 0.1501 -0.4441
H -1.135306 -1.775216 -2.834251 -0.4323 -0.3386 -0.1374
C -4.334258 5.166421 3.324935 -0.6671 -0.3425 -0.3818
C -3.367087 4.696281 2.271032 -0.0086 0.1267 0.3827
O -3.907768 3.445446 1.755909 -0.2604 -0.1877 0.1713
S -3.118986 2.707594 0.619518 0.1719 0.7521 -0.2262
C -3.801650 3.503625 -0.800492 -0.1893 -0.2881 0.2071
O -1.735771 3.068393 0.743626 0.2416 -0.0842 -0.2737
O -3.508554 1.340745 0.642669 -0.1357 -0.3478 0.1389
H -5.325225 5.246263 2.865134 0.0580 0.1549 0.0287
H -4.071117 6.148395 3.708100 0.1898 -0.0464 0.1330
H -4.444187 4.419959 4.109199 0.2443 0.3042 0.1413
H -3.295484 5.425615 1.461347 0.1239 -0.1165 -0.1014
H -2.383733 4.474475 2.675537 0.0764 0.1152 -0.0437
H -4.831757 3.163652 -0.883137 0.0220 -0.0544 -0.1002
H -3.217277 3.209819 -1.668810 0.0090 0.0838 -0.0439
H -3.802908 4.571299 -0.598532 0.2110 0.0744 -0.2222
C 3.303487 1.364245 -1.399417 -0.3054 0.2749 -0.2177
C 2.388147 2.381555 -2.068207 0.9438 -0.0637 0.5193
O 1.034101 1.895697 -1.972107 0.0375 -0.2276 -0.0745
S -0.027078 2.503539 -2.968132 0.0003 0.0655 0.0722
C -0.166910 4.131441 -2.350009 -0.4150 0.2514 0.3425
O 0.522113 2.512533 -4.280718 0.2018 0.0855 -0.4707
O -1.241912 1.803317 -2.719896 -0.2872 -0.2347 0.2427
H 2.964166 1.131576 -0.391060 -0.0217 -0.0522 -0.0156
H 4.305151 1.787967 -1.336319 0.0432 -0.0453 -0.0272
H 3.338078 0.454295 -1.995271 0.0338 -0.0435 0.0840
H 2.466501 3.337698 -1.544483 -0.2052 -0.0068 0.0252
H 2.694381 2.539733 -3.101187 -0.3164 -0.1065 -0.1268
H -1.025065 4.605820 -2.821893 0.1294 0.0236 -0.2395
H 0.749411 4.679823 -2.541315 -0.0080 0.0746 -0.0268
H -0.386372 4.047511 -1.284315 0.1429 0.0010 0.0205
C 2.745431 -2.634940 -1.511073 0.2994 0.2666 0.2701
C 1.460056 -2.443679 -0.737263 0.3730 -0.4249 -0.0721
O 1.748567 -1.494973 0.317961 0.1937 0.1454 0.0289
S 0.600674 -1.174314 1.364538 -0.7632 -0.4189 -0.6651
C -0.337133 0.099674 0.545417 0.8268 0.2756 0.8634
O -0.222209 -2.338628 1.484675 -0.0508 -0.1306 0.1129
O 1.264244 -0.645510 2.504356 0.2713 0.3238 0.3328
H 2.580388 -3.221131 -2.409746 -0.0821 -0.0163 -0.0125
H 3.477435 -3.137952 -0.874882 -0.0597 -0.1080 -0.0456
H 3.200453 -1.676957 -1.768359 -0.1785 -0.0155 -0.1741
H 0.634634 -2.081707 -1.348693 0.0247 0.0794 -0.0652
H 1.182757 -3.394660 -0.284455 -0.2750 0.1117 0.0373
H -0.042514 0.147597 -0.497336 -0.3893 -0.1065 -0.1299
H 0.002944 1.006669 1.045119 -0.1169 0.1517 -0.2520
H -1.389727 -0.038778 0.765087 -0.0840 -0.1384 -0.3329